(1)
C17H17FN2O5S | ωB97M-V/def2-TZVPD

```
! wB97M-V def2-TZVPD RIJCOSX def2/J DEFGRID3
* xyz 0 1
O 4.33 0.94 0.44
C 3.48 0.15 0.81
N 2.33 0.51 1.41
C 1.96 1.89 1.58
C 0.59 2.18 0.96
O 0.40 2.96 0.07
O -0.35 1.46 1.57
C -1.69 1.61 1.12
C -2.37 0.27 0.98
C -1.93 -0.86 1.65
C -2.57 -2.07 1.48
C -3.66 -2.17 0.64
C -4.13 -1.05 -0.03
C -3.48 0.15 0.15
F -3.93 1.24 -0.51
H -4.99 -1.10 -0.68
H -4.16 -3.12 0.50
H -2.20 -2.94 2.00
H -1.07 -0.78 2.30
H -1.70 2.15 0.17
H -2.22 2.22 1.87
H 2.72 2.51 1.10
H 1.91 2.14 2.65
H 1.63 -0.21 1.58
C 3.64 -1.36 0.63
N 2.90 -1.79 -0.55
S 1.23 -1.90 -0.46
O 0.84 -3.11 -1.13
O 0.83 -1.75 0.92
C 0.64 -0.50 -1.39
C 1.48 0.51 -1.81
C 0.95 1.58 -2.51
C -0.41 1.62 -2.79
C -1.24 0.59 -2.38
C -0.71 -0.48 -1.68
H -1.33 -1.31 -1.35
H -2.29 0.62 -2.61
H -0.82 2.46 -3.32
H 1.59 2.38 -2.82
H 2.53 0.46 -1.59
H 3.27 -2.61 -0.99
H 4.70 -1.57 0.47
H 3.28 -1.88 1.53
*
```

Computed properties:
HOMO-LUMO gap = 0.3631 Ha
SMILES = O=C(CNS(=O)(=O)c1ccccc1)NCC(=O)OCc1ccccc1F
E_tot = -44675.710 eV



(2)
C17H17N2O2S2Ti | ωB97M-V/def2-TZVPD

```
! wB97M-V def2-TZVPD RIJCOSX def2/J DEFGRID3
* xyz 1 1
Ti 0.41 0.39 -0.08
C -0.76 3.70 1.05
C 0.08 2.46 1.12
C 1.34 2.40 0.56
C 2.23 1.28 0.82
C 1.82 0.32 1.76
C 0.50 0.27 2.17
C -0.43 1.31 1.78
H -0.62 4.25 1.98
H -1.82 3.47 0.95
H -0.45 4.34 0.22
H 1.72 3.25 0.00
H 3.25 1.30 0.48
H 2.51 -0.46 2.07
H 0.16 -0.53 2.82
H -1.43 1.32 2.19
O 1.21 -1.76 -4.73
C 1.54 -2.70 -3.83
C 2.14 -3.86 -4.32
C 2.53 -4.86 -3.46
C 2.33 -4.74 -2.08
C 1.74 -3.61 -1.59
C 1.33 -2.57 -2.44
C 0.68 -1.41 -1.86
O 0.49 -1.38 -0.54
N 0.29 -0.41 -2.61
N -0.40 0.62 -1.91
C -1.10 1.37 -2.69
S -1.25 1.07 -4.39
C -2.17 2.59 -4.73
C -3.03 2.90 -3.53
S -1.98 2.73 -2.06
H 0.84 -0.99 -4.26
H 2.28 -3.94 -5.39
H 2.99 -5.75 -3.86
H 2.64 -5.53 -1.42
H 1.57 -3.50 -0.53
H -2.77 2.43 -5.63
H -1.45 3.39 -4.92
H -3.87 2.21 -3.44
H -3.41 3.92 -3.54
*
```

Computed properties:
HOMO-LUMO gap (alpha / beta) = 0.2550 / 0.2587 Ha
E_tot = -69760.616 eV



(3)
C17H17N3O3Pt | ωB97M-V/def2-TZVPD

```
! wB97M-V def2-TZVPD RIJCOSX def2/J DEFGRID3
* xyz 1 2
Pt 1.55 0.81 -0.16
C 3.85 2.15 -3.50
C 2.80 1.40 -2.76
O 2.38 1.88 -1.69
C 2.27 0.20 -3.35
C 1.35 -0.64 -2.79
C 0.84 -1.83 -3.54
N 0.90 -0.45 -1.51
N 0.06 -1.38 -1.06
C -0.26 -1.20 0.22
O 0.30 -0.31 0.93
C -1.27 -2.09 0.82
C -1.66 -1.88 2.14
C -2.55 -2.76 2.74
C -3.03 -3.85 2.03
C -2.66 -4.04 0.71
C -1.79 -3.16 0.10
H 4.20 2.98 -2.89
H 3.44 2.54 -4.44
H 4.68 1.49 -3.75
H 2.64 -0.05 -4.33
H 1.28 -1.87 -4.53
H -0.25 -1.77 -3.63
H 1.07 -2.74 -2.99
H -1.27 -1.03 2.68
H -2.86 -2.60 3.77
H -3.70 -4.55 2.52
H -3.06 -4.88 0.16
H -1.49 -3.30 -0.93
O 1.71 2.18 1.36
N 0.52 2.47 1.90
C -0.26 3.39 1.31
C -1.49 3.69 1.84
C -1.92 3.03 2.98
C -1.09 2.09 3.57
C 0.13 1.82 3.00
H 0.17 3.86 0.43
H -2.10 4.44 1.35
H -2.89 3.25 3.41
H -1.39 1.57 4.47
H 0.85 1.11 3.39
*
```

Computed properties:
<S²> = 0.774
HOMO-LUMO gap (alpha / beta) = 0.2880 / 0.2508 Ha
E_tot = -31756.215 eV



(4)
C17H17N3O4 | ωB97M-V/def2-TZVPD

```
! wB97M-V def2-TZVPD RIJCOSX def2/J DEFGRID3
* xyz 0 1
C 1.69 0.31 5.86
H 2.49 1.04 5.95
H 0.77 0.68 6.32
H 1.98 -0.62 6.36
O 1.51 0.09 4.47
C 0.55 -0.79 4.15
O -0.12 -1.37 4.97
C 0.41 -0.97 2.69
C 1.26 -0.34 1.78
C 1.09 -0.53 0.43
C 0.06 -1.35 -0.04
C -0.79 -1.99 0.86
C -0.61 -1.79 2.21
H -1.26 -2.28 2.92
H -1.58 -2.64 0.52
O -0.03 -1.44 -1.40
C -1.14 -2.09 -2.01
C -1.25 -1.50 -3.43
O 0.01 -1.40 -4.03
H 0.64 -1.10 -3.36
C -1.98 -0.13 -3.39
N -1.62 0.67 -2.26
C -0.51 1.43 -2.04
C 0.60 1.77 -2.80
C 1.53 2.58 -2.19
C 1.37 3.03 -0.87
C 0.28 2.70 -0.11
C -0.68 1.88 -0.71
N -1.85 1.36 -0.24
N -2.38 0.66 -1.15
H 0.15 3.04 0.90
H 2.14 3.66 -0.45
H 2.41 2.87 -2.74
H 0.72 1.42 -3.81
H -3.06 -0.30 -3.33
H -1.74 0.41 -4.31
H -1.84 -2.17 -4.06
H -0.95 -3.17 -2.05
H -2.06 -1.89 -1.46
H 1.74 -0.06 -0.29
H 2.05 0.29 2.14
*
```

Computed properties:
HOMO-LUMO gap = 0.3402 Ha
SMILES = COC(=O)c1ccc(OC[C@H](O)Cn2nnc3ccccc32)cc1
E_tot = -30564.608 eV



(5)
C17H17N3O5 | ωB97M-V/def2-TZVPD

```
! wB97M-V def2-TZVPD RIJCOSX def2/J DEFGRID3
* xyz 0 1
C 4.02 -3.96 -0.94
C 3.06 -3.11 -0.62
C 3.00 -2.39 0.69
N 3.11 -0.95 0.49
C 4.38 -0.41 0.53
O 5.37 -1.06 0.76
N 4.43 0.94 0.30
C 3.39 1.81 0.03
O 3.67 2.98 -0.15
C 2.07 1.20 0.01
C 0.91 1.95 -0.24
N -0.27 1.36 -0.24
C -1.55 1.99 -0.49
C -2.65 0.96 -0.43
C -2.57 -0.17 -1.23
C -3.56 -1.15 -1.21
C -4.62 -0.95 -0.36
C -4.71 0.19 0.44
C -3.73 1.16 0.43
H -3.81 2.03 1.06
O -5.86 0.14 1.18
C -6.49 -1.07 0.83
O -5.72 -1.74 -0.14
H -6.60 -1.71 1.72
H -7.49 -0.86 0.42
H -3.49 -2.03 -1.82
H -1.73 -0.30 -1.89
H -1.54 2.46 -1.48
H -1.73 2.78 0.25
H -0.25 0.34 -0.06
C 0.92 3.42 -0.50
H 0.31 3.93 0.25
H 1.92 3.82 -0.47
H 0.48 3.62 -1.48
C 1.96 -0.23 0.24
O 0.89 -0.85 0.22
H 5.35 1.36 0.33
H 3.83 -2.69 1.34
H 2.04 -2.57 1.18
H 2.25 -2.88 -1.30
H 4.04 -4.46 -1.90
H 4.83 -4.18 -0.27
*
```

Computed properties:
HOMO-LUMO gap = 0.3300 Ha
SMILES = C=CCN1C(=O)NC(=O)/C(=C(\C)NCc2ccc3c(c2)OCO3)C1=O
E_tot = -32613.594 eV



(6)
C17H17N3O5S3 | ωB97M-V/def2-TZVPD

```
! wB97M-V def2-TZVPD RIJCOSX def2/J DEFGRID3
* xyz 0 1
C -1.34 5.72 -6.71
C -1.06 5.47 -5.24
H -1.50 4.53 -4.92
H -1.43 6.29 -4.62
O 0.35 5.43 -4.97
C 0.97 4.29 -5.21
O 0.47 3.30 -5.68
C 2.44 4.41 -4.84
H 3.04 4.65 -5.72
H 2.57 5.17 -4.07
S 3.06 2.81 -4.23
C 1.84 2.54 -3.06
N 0.88 3.36 -2.73
N 0.16 2.74 -1.79
C 0.69 1.57 -1.58
C 0.25 0.56 -0.66
C -0.87 0.80 0.14
C -1.30 -0.16 1.03
C -0.61 -1.35 1.12
C 0.50 -1.61 0.34
C 0.93 -0.65 -0.56
H 1.79 -0.84 -1.18
H 0.99 -2.57 0.43
S -1.14 -2.57 2.32
O -0.56 -3.84 2.00
O -2.56 -2.48 2.49
N -0.42 -1.92 3.70
H 0.53 -2.28 3.77
C -1.16 -2.13 4.94
C -1.21 -3.57 5.33
C -2.12 -4.50 4.95
C -1.80 -5.80 5.41
C -0.65 -5.83 6.13
S 0.08 -4.28 6.25
H -0.17 -6.67 6.60
H -2.40 -6.67 5.22
H -2.98 -4.27 4.35
H -2.17 -1.77 4.74
H -0.70 -1.52 5.71
H -2.17 -0.01 1.66
H -1.39 1.75 0.04
O 1.78 1.38 -2.38
H -0.86 6.64 -7.04
H -2.41 5.82 -6.86
H -0.98 4.89 -7.31
*
```

Computed properties:
HOMO-LUMO gap = 0.3126 Ha
SMILES = CCOC(=O)CSc1nnc(-c2ccc(S(=O)(=O)NCc3cccs3)cc2)o1
E_tot = -65117.364 eV



(7)
C17H17N4O4Tc | ωB97M-V/def2-TZVPD

```
! wB97M-V def2-TZVPD RIJCOSX def2/J DEFGRID3
* xyz 1 4
Tc 0.32 -0.78 -1.65
C 0.85 1.16 -5.39
C 0.88 1.04 -3.91
O 0.57 -0.15 -3.45
C 1.18 2.09 -3.08
C 1.36 2.02 -1.69
C 1.80 3.22 -0.93
N 1.21 0.87 -1.00
N 1.62 0.91 0.32
C 1.43 -0.25 0.86
O 0.96 -1.26 0.14
C 1.74 -0.50 2.27
C 2.06 0.56 3.12
C 2.34 0.31 4.45
C 2.31 -0.99 4.94
C 1.99 -2.05 4.09
C 1.70 -1.81 2.76
H 1.32 0.28 -5.84
H 1.35 2.07 -5.72
H -0.19 1.18 -5.73
H 1.39 3.04 -3.54
H 1.75 4.10 -1.56
H 2.82 3.08 -0.57
H 1.18 3.35 -0.05
H 2.08 1.56 2.72
H 2.59 1.13 5.11
H 2.53 -1.18 5.98
H 1.97 -3.06 4.48
H 1.45 -2.62 2.09
C -4.23 -0.36 1.57
N -3.41 -0.90 0.47
C -3.84 -1.99 -0.23
C -3.14 -2.59 -1.22
C -1.89 -2.02 -1.50
O -0.97 -2.40 -2.31
N -1.51 -0.90 -0.84
C -2.18 -0.30 0.21
O -1.75 0.65 0.82
H -5.26 -0.25 1.22
H -3.83 0.61 1.84
H -4.20 -1.03 2.43
H -4.81 -2.36 0.07
H -3.51 -3.46 -1.74
*
```

Computed properties:
<S²> = 3.778
HOMO-LUMO gap (alpha / beta) = 0.2606 / 0.2272 Ha
E_tot = -34248.555 eV



(8)
C17H18BN7O3PdS | ωB97M-V/def2-TZVPD

```
! wB97M-V def2-TZVPD RIJCOSX def2/J DEFGRID3
* xyz 2 3
C 2.38 -0.87 -0.56
N 1.11 -0.82 -1.01
N 1.14 -0.41 -2.33
C 2.42 -0.34 -2.73
C 3.23 -0.59 -1.64
B -0.07 -0.15 -3.26
N -0.96 -1.39 -2.98
N -1.28 -1.92 -1.74
C -2.17 -2.91 -1.93
C -2.32 -3.12 -3.31
C -1.54 -2.15 -3.93
Pd -0.46 -1.55 0.14
N -0.70 1.30 -3.05
N -1.13 1.53 -1.76
C -1.53 2.79 -1.67
C -1.44 3.42 -2.95
C -0.89 2.43 -3.79
H -1.84 3.18 -0.71
H -0.65 2.48 -4.85
H -1.72 4.44 -3.18
H 0.25 -0.15 -4.41
H -1.39 -1.90 -4.97
H 2.69 -0.10 -3.74
H -2.94 -3.84 -3.80
H 4.29 -0.57 -1.60
H -2.68 -3.41 -1.11
H 2.63 -1.06 0.47
H -1.96 -0.54 0.32
C -2.29 -1.41 0.94
H -3.19 -1.81 0.46
H -1.54 -2.30 1.02
H -2.46 -1.03 1.96
O 0.96 -2.24 2.70
C 0.83 -1.01 2.69
N 0.44 -0.34 1.57
S 0.38 1.35 1.66
O 1.36 1.96 0.79
O -0.98 1.80 1.60
C 0.94 1.28 3.36
C 1.12 2.33 4.26
C 1.48 2.03 5.59
C 1.66 0.70 6.00
C 1.49 -0.34 5.09
C 1.08 -0.03 3.78
H 0.98 3.35 3.93
H 1.65 2.83 6.30
H 1.94 0.48 7.03
H 1.67 -1.38 5.35
*
```

Computed properties:
<S²> = 2.030
HOMO-LUMO gap (alpha / beta) = 0.2880 / 0.1729 Ha
E_tot = -49465.143 eV



(9)
C17H18Br12NO2P | ωB97M-V/def2-TZVPD

```
! wB97M-V def2-TZVPD RIJCOSX def2/J DEFGRID3
* xyz 0 1
C 3.38 2.02 -0.93
C 2.22 1.54 -1.42
N 1.30 0.95 -0.49
C 1.44 -0.42 -0.20
O 2.45 -1.01 0.09
C 0.01 -0.94 -0.26
C -0.47 -2.22 -0.22
C -1.84 -2.39 -0.26
C -2.70 -1.32 -0.35
C -2.20 -0.03 -0.39
P -3.23 1.50 -0.47
C -3.03 2.21 1.24
C -5.02 1.04 -0.58
C -5.40 0.23 -1.84
C -0.84 0.14 -0.36
C -0.02 1.42 -0.42
O -0.38 2.57 -0.45
H 3.36 2.77 -0.14
H 4.36 1.71 -1.30
H 2.04 1.57 -2.50
H 0.25 -3.04 -0.12
H -2.25 -3.39 -0.21
H -3.77 -1.49 -0.37
H -3.24 3.27 1.27
H -2.00 1.99 1.53
H -3.66 1.61 1.91
H -5.56 1.99 -0.63
H -5.35 0.55 0.35
H -4.75 0.49 -2.68
H -5.41 -0.84 -1.63
H -6.42 0.50 -2.11
C 0.65 -6.57 0.52
Br 2.21 -5.91 1.42
Br -0.27 -7.92 1.54
Br -0.53 -5.12 0.03
H 0.98 -7.04 -0.40
C 2.13 4.63 2.18
Br 3.89 4.60 1.40
Br 1.60 2.89 2.81
Br 1.98 5.97 3.56
H 1.44 4.90 1.39
C 3.81 3.34 -5.23
Br 5.53 3.04 -6.04
Br 3.13 1.74 -4.38
Br 3.84 4.82 -4.01
H 3.12 3.59 -6.03
C 2.64 -3.93 5.14
Br 3.01 -2.61 3.79
Br 0.88 -4.68 4.94
Br 3.99 -5.30 5.18
H 2.67 -3.43 6.10
*
```

Computed properties:
HOMO-LUMO gap = 0.2821 Ha
E_tot = -873300.513 eV



(10)
C17H18BrN3O5Ru | ωB97M-V/def2-TZVPD

```
! wB97M-V def2-TZVPD RIJCOSX def2/J DEFGRID3
* xyz 3 6
Ru -0.25 0.96 -1.00
O -2.31 4.78 -1.95
C -1.76 3.73 -1.46
O -1.11 2.89 -2.08
C -2.01 3.51 0.01
C -2.59 4.46 0.86
C -2.78 4.10 2.19
C -2.43 2.83 2.62
C -1.86 1.94 1.70
N -1.63 2.31 0.44
C -1.46 0.52 1.97
O -1.70 -0.06 3.10
O -0.88 -0.11 1.08
H -2.19 4.95 -2.91
H -2.88 5.43 0.47
H -3.21 4.81 2.88
H -2.57 2.56 3.65
H -2.20 0.41 3.79
O -0.46 -4.26 -4.49
C -0.60 -3.23 -3.73
C -1.45 -3.16 -2.60
C -1.49 -2.01 -1.85
N -0.76 -0.93 -2.14
C 0.03 -0.97 -3.23
Br 0.99 0.68 -3.52
C 0.16 -2.06 -4.04
H -1.02 -5.03 -4.30
H -2.07 -4.01 -2.34
H -2.14 -1.93 -0.98
H 0.80 -2.07 -4.91
C 4.40 -1.03 1.60
C 2.91 -1.26 1.36
C 2.61 -2.66 0.78
C 2.12 -1.10 2.69
C 2.30 -0.29 0.51
N 1.68 0.46 -0.11
H 4.74 -1.68 2.40
H 4.63 0.01 1.86
H 4.99 -1.26 0.71
H 2.92 -3.41 1.50
H 3.17 -2.83 -0.13
H 1.55 -2.78 0.59
H 2.44 -1.88 3.39
H 1.05 -1.22 2.51
H 2.33 -0.13 3.13
*
```

Computed properties:
<S²> = 8.757
HOMO-LUMO gap (alpha / beta) = 0.3213 / 0.2215 Ha
E_tot = -105225.155 eV



(11)
C17H18F2N4O | ωB97M-V/def2-TZVPD

```
! wB97M-V def2-TZVPD RIJCOSX def2/J DEFGRID3
* xyz 0 1
O 1.32 2.29 -0.10
C 1.18 1.10 -0.24
N 2.19 0.19 -0.28
C 3.55 0.38 -0.15
C 4.15 1.63 0.02
C 5.52 1.75 0.14
C 6.31 0.62 0.09
C 5.76 -0.65 -0.07
C 4.39 -0.74 -0.19
F 3.83 -1.96 -0.35
H 6.38 -1.53 -0.10
F 7.65 0.73 0.21
H 5.98 2.72 0.27
H 3.52 2.50 0.05
H 1.86 -0.77 -0.39
C -0.19 0.45 -0.44
N -0.13 -0.98 -0.17
C -0.30 -1.30 1.24
H -0.02 -2.35 1.36
C -1.75 -1.06 1.73
N -2.67 -1.15 0.62
C -3.38 -0.05 0.23
N -3.32 1.00 1.05
C -4.02 2.09 0.77
C -4.82 2.22 -0.35
C -4.88 1.13 -1.22
C -4.16 -0.01 -0.94
H -4.20 -0.85 -1.62
H -5.48 1.18 -2.12
H -5.37 3.12 -0.55
H -3.92 2.89 1.48
C -2.30 -2.21 -0.29
H -3.08 -2.41 -1.02
C -0.97 -1.84 -1.00
H -0.41 -2.76 -1.22
H -1.18 -1.33 -1.94
H -2.17 -3.12 0.31
H -1.86 -0.07 2.17
H -2.02 -1.81 2.48
H 0.40 -0.69 1.82
H -0.91 0.99 0.18
H -0.46 0.62 -1.48
*
```

Computed properties:
HOMO-LUMO gap = 0.3190 Ha
SMILES = O=C(CN1CCN(c2ccccn2)CC1)Nc1ccc(F)cc1F
E_tot = -31364.304 eV